{
  "formula": "C35H37FeN5O2P",
  "method": "ωB97M-V with the def2-TZVPD basis set",
  "spin_multiplicity": 6,
  "s_squared": 8.80,
  "molar_mass_g_mol": 646.53,
  "fmax_ev_per_a": 1.8,
  "e_tot_ev": -92104.126,
  "e_lumo_ev": [-5.0, -6.0],
  "orbital_gap_ev": [7.419, 7.848],
  "total_charge": 2,
  "elements": ["C", "O", "H", "H", "H", "H", "C", "H", "C", "N", "N", "C", "H", "C", "C", "H", "C", "Fe", "C", "H", "H", "H", "C", "C", "H", "H", "H", "C", "C", "C", "H", "C", "C", "H", "C", "C", "C", "C", "C", "H", "C", "C", "C", "H", "C", "C", "H", "H", "C", "H", "N", "C", "H", "C", "H", "H", "O", "H", "H", "N", "H", "H", "H", "H", "C", "C", "P", "C", "H", "H", "H", "C", "N", "H", "C", "H", "H", "H", "C", "H", "C"],
  "coordinates": [[-1.42917, 5.09080, 3.23153], [-3.89038, -0.66394, 1.08934], [-0.37678, -4.13458, 1.01971], [1.65834, -2.08990, -6.38776], [-3.17564, 3.87991, 3.65461], [-3.22721, -0.24295, -4.94249], [4.47889, 2.33176, 0.18493], [-3.36374, -2.08585, 5.32999], [-0.39475, 5.26057, 2.32369], [-1.08618, 3.32536, 1.09906], [-0.77073, -0.21550, 2.09221], [-2.12436, 3.20308, 1.93558], [3.08283, -0.62921, 1.17080], [-3.35948, -0.03288, -1.16776], [2.30667, -2.38667, 2.09504], [-3.89730, -1.40963, 3.88261], [0.36136, -3.34652, 1.06713], [-0.75256, 1.30999, -0.12588], [5.45613, 2.06378, -0.73623], [-0.34054, -2.49536, -1.91747], [4.64102, 3.06410, 0.96156], [-1.54232, 5.74923, 4.08161], [-2.32196, 4.05349, 3.01616], [1.34277, -1.35612, 0.14119], [-1.59083, -2.16369, 3.66661], [3.14271, -2.38072, -1.19977], [3.08065, -2.41136, 2.84451], [1.58996, -1.72757, -5.37387], [1.06139, -0.47484, -5.10687], [2.31033, -1.38312, 1.14335], [-2.74766, -0.03253, 2.65999], [5.22740, 1.12554, -1.74144], [-2.39654, 0.57446, -3.14576], [-1.18939, -1.29697, -0.93825], [-0.26811, 4.35944, 1.27440], [1.33258, -3.37277, 2.05557], [4.00338, 0.47264, -1.82654], [-1.76986, -0.06466, 3.14235], [2.24532, 2.00417, 1.06754], [0.52997, 4.46794, 0.55234], [1.46108, -0.82426, -2.74278], [2.05507, -2.50890, -4.33311], [2.63247, -2.96301, -1.96394], [1.87712, -3.58116, -1.47860], [0.99199, -0.03896, -3.79840], [-3.41229, 0.16100, 0.32109], [0.16649, -0.19723, 2.48550], [-3.49536, -0.42973, 5.15368], [3.20422, 1.69176, 0.13037], [-1.50732, -3.03371, -0.71908], [-3.24021, -1.30387, 4.67379], [2.98964, 0.73471, -0.92136], [5.99490, 0.91427, -2.46727], [-0.73911, -2.29363, -0.92436], [1.25590, 1.54741, 1.07014], [-0.88376, -1.12938, 1.65697], [-4.05418, 1.93113, 2.48140], [-4.92674, -1.59217, -3.71296], [0.71736, 0.14967, -5.91592], [-2.39876, 0.63604, -1.82202], [2.45756, 2.70850, 1.85060], [2.47369, -3.47984, -4.54800], [6.39789, 2.58686, -0.69626], [1.34390, -4.16670, 2.78537], [2.02280, -2.08102, -3.00872], [-3.28921, -0.20705, -3.86902], [1.33166, -0.01340, -1.10763], [-4.24200, -0.94601, -3.18651], [-1.65147, 1.16707, -3.65679], [0.30300, 6.07586, 2.43043], [3.35858, -3.63193, -2.41907], [0.33844, -2.33625, 0.11208], [-2.79759, 1.32213, 0.65954], [3.85490, -0.23416, -2.62937], [-4.29163, -0.83559, -1.80685], [-1.16179, -1.07171, 4.99227], [-1.60254, 0.88271, 3.65501], [-5.01916, -1.35851, -1.20854], [-1.84504, -1.22085, 4.15641], [0.60330, 0.94677, -3.57761], [-3.11002, 2.08420, 1.72620]],
  "lowdin_charge": [-0.016, 0.064, 0.121, 0.118, 0.126, 0.117, -0.013, 0.184, -0.024, 0.057, 0.060, -0.193, 0.104, -0.216, -0.056, 0.180, -0.050, 0.870, -0.047, 0.088, 0.120, 0.124, 0.020, -0.363, 0.133, 0.075, 0.114, -0.042, -0.061, -0.090, 0.062, -0.031, -0.110, 0.037, -0.120, -0.058, -0.056, -0.239, 0.047, 0.114, -0.343, -0.021, -0.021, 0.090, -0.116, -0.447, 0.087, 0.187, -0.324, 0.099, 0.205, -0.298, 0.117, -0.030, -0.016, 0.064, 0.074, 0.123, 0.113, 0.051, 0.077, 0.123, 0.119, 0.113, -0.272, -0.016, 1.103, -0.013, 0.104, 0.118, 0.096, -0.337, 0.034, 0.109, 0.025, 0.137, 0.131, 0.128, -0.114, 0.088, -0.492]
}

***

{
  "formula": "C35H37IN4O3Ti",
  "method": "ωB97M-V with the def2-TZVPD basis set",
  "molar_mass_g_mol": 736.48,
  "fmax_ev_per_a": 1.6,
  "e_tot_ev": -80204.347,
  "e_lumo_ev": -6.7,
  "orbital_gap_ev": 7.241,
  "total_charge": 2,
  "elements": ["C", "H", "N", "H", "I", "H", "C", "C", "C", "H", "C", "H", "Ti", "H", "O", "H", "H", "H", "C", "H", "N", "C", "H", "H", "H", "C", "C", "C", "C", "H", "C", "C", "C", "C", "N", "H", "C", "H", "H", "H", "C", "C", "C", "C", "H", "H", "H", "H", "N", "C", "H", "H", "H", "C", "C", "C", "H", "C", "C", "C", "C", "H", "C", "C", "C", "H", "C", "C", "H", "C", "O", "H", "H", "H", "O", "H", "H", "H", "H", "C", "H"],
  "coordinates": [[0.96952, -0.38844, 2.73863], [-3.99825, -2.70488, -0.61025], [0.64426, -1.47659, -1.71125], [-1.17352, -3.83245, -4.51131], [1.02273, 2.23128, 0.72625], [1.69160, -4.67103, 0.77482], [-3.49155, 0.66540, -3.19435], [-4.15693, 0.61679, -0.50760], [-4.77331, 0.47464, -2.73063], [0.85924, -3.14549, -4.36482], [1.83591, 2.30563, -1.19544], [-0.57511, -4.35513, 1.66597], [-0.45902, -0.39610, -0.24538], [4.16092, 0.14464, 1.77657], [-1.82640, 0.76475, 0.05203], [-3.06034, 1.71617, -5.00748], [3.97668, -0.41774, 3.42810], [-1.55138, -1.09017, 3.99884], [-0.17019, -1.11639, 2.33769], [-1.90783, -0.16958, -5.86850], [-5.09366, 0.46871, -1.43041], [2.20866, -1.96016, -3.22534], [4.42164, 3.51209, -2.98376], [3.10260, -2.06866, -3.81620], [1.73010, 1.00311, 4.21502], [2.78831, 2.36221, -3.77848], [-2.48472, 0.81179, -2.23371], [-2.81238, 0.74395, -0.88161], [3.02050, 2.97060, -1.45674], [2.08344, -3.71434, -0.64679], [2.22064, -0.70462, 2.20630], [-1.06617, -3.38394, 1.66056], [2.34514, -1.77719, 1.30244], [1.60310, 1.70113, -3.49973], [-0.11013, 1.02962, -1.85569], [-4.04907, 0.27034, -5.20519], [3.45324, 0.07221, 2.60079], [-3.43910, -4.73633, -4.35457], [-1.79831, -3.39561, 0.85799], [0.40760, -4.10517, -0.28743], [-1.28846, -2.75018, -2.64869], [-3.86396, -3.79165, -2.46951], [1.36208, -3.82955, 0.15835], [0.78657, 0.66637, 3.80024], [-5.59097, 0.30309, -3.42382], [3.55992, 3.46869, -0.66212], [-1.70647, 0.28876, 2.92276], [3.73392, -3.02700, 0.18290], [1.01096, -2.55164, -3.56609], [1.11806, 1.67839, -2.20044], [-3.85493, 0.10252, 1.56368], [-2.32451, -1.28354, 2.43130], [3.21788, 1.08563, 2.91165], [-0.01676, -2.29351, 1.56870], [-3.06383, -4.09467, -3.56901], [-2.11283, -2.44592, -1.57392], [0.24298, 1.54682, 3.44376], [3.72558, -2.14590, 0.81596], [1.23160, -2.57675, 0.98812], [0.07937, -2.24178, -2.64844], [-3.19650, 0.68464, -4.66640], [0.19333, 0.26383, 4.62208], [-1.13090, 1.22181, -2.60556], [1.96967, -1.28977, -2.07960], [3.49632, 2.99527, -2.76305], [-4.86451, -4.19789, -2.39719], [-3.38760, -2.96752, -1.46589], [-1.51299, -0.78267, 2.95038], [1.05802, 1.18606, -4.28516], [-1.78477, -3.57946, -3.65220], [-1.63681, -1.61474, -0.59709], [-1.60820, -3.29786, 2.59952], [-1.02003, 1.81339, -3.50730], [4.37372, -2.35236, 1.67146], [-2.01206, -0.08389, -4.91455], [4.19910, -1.32946, 0.26495], [2.65075, -0.69998, -1.49026], [3.16614, 2.37989, -4.79299], [-5.55474, 0.22255, 1.04324], [-4.55960, 0.64703, 0.93828], [-4.58958, 1.67738, 1.30104]],
  "lowdin_charge": [-0.260, 0.137, 0.012, 0.119, 1.337, 0.117, -0.128, -0.241, -0.051, 0.167, -0.582, 0.097, 1.093, 0.079, -0.212, 0.137, 0.114, 0.113, -0.241, 0.103, 0.157, -0.018, 0.123, 0.138, 0.083, -0.039, -0.073, -0.232, -0.107, 0.070, -0.216, 0.006, -0.165, -0.021, -0.026, 0.131, -0.038, 0.122, 0.077, 0.083, -0.078, -0.022, -0.021, -0.046, 0.131, 0.112, 0.089, 0.075, 0.162, -0.344, 0.056, 0.073, 0.059, -0.232, -0.036, -0.252, 0.058, -0.019, -0.198, -0.222, -0.169, 0.100, 0.003, -0.101, -0.042, 0.125, 0.019, -0.034, 0.127, 0.000, -0.178, 0.096, 0.154, 0.109, -0.060, 0.084, 0.121, 0.121, 0.094, 0.016, 0.104]
}

***

{
  "formula": "C35H37IP2W",
  "method": "ωB97M-V with the def2-TZVPD basis set",
  "spin_multiplicity": 3,
  "s_squared": 2.03,
  "molar_mass_g_mol": 830.37,
  "fmax_ev_per_a": 7.5,
  "e_tot_ev": -65376.968,
  "e_lumo_ev": [-6.5, -7.0],
  "orbital_gap_ev": [5.899, 5.616],
  "total_charge": 2,
  "elements": ["C", "C", "C", "H", "C", "C", "H", "W", "H", "H", "H", "H", "C", "C", "C", "H", "H", "H", "H", "C", "C", "C", "C", "H", "H", "C", "C", "C", "C", "H", "H", "C", "C", "H", "P", "C", "H", "H", "H", "P", "C", "H", "H", "C", "H", "C", "H", "H", "H", "C", "H", "C", "C", "H", "C", "C", "H", "H", "H", "H", "H", "C", "C", "C", "I", "H", "H", "C", "C", "H", "H", "C", "H", "H", "C", "C"],
  "coordinates": [[-3.35763, -1.62702, -5.91582], [1.98296, 2.59761, -6.63151], [-4.30128, -2.26112, -5.11858], [0.93715, 5.82832, -6.18324], [-1.15570, -0.53797, -3.35339], [3.30776, 1.05942, -11.65412], [0.49279, -1.31635, -2.19460], [0.71602, -0.02009, -4.98973], [-5.03884, -1.64917, -4.58834], [-0.98308, 2.58613, -1.61482], [0.47737, -2.74891, -5.28625], [-3.38904, -0.54171, -6.10262], [2.66174, 4.94103, -5.25390], [-2.36754, -3.81195, -6.42981], [-0.29728, 2.04082, -4.23674], [-0.46101, 1.96537, -8.08194], [-2.62781, 0.76153, -2.41439], [0.36663, 3.79823, -7.51111], [3.79651, 1.76705, -5.82136], [-1.48968, -2.40264, -9.80188], [3.16272, 2.65759, -5.88163], [2.94149, 2.09760, -9.46251], [3.49952, 3.80966, -5.16800], [2.36987, -0.86312, -11.88457], [-5.06233, -4.13968, -4.33383], [-1.40847, -3.14585, -10.97995], [0.00971, 2.10230, -1.72935], [-4.29984, -3.64352, -4.95952], [-0.58056, -2.60480, -8.73610], [-3.08014, 0.11409, -3.95555], [-1.64520, -4.42196, -7.00251], [1.21739, 3.77029, -6.82241], [0.49918, 2.31266, -3.08642], [-0.27463, -4.63790, -12.09357], [1.45700, 0.84744, -7.05811], [-2.31368, -2.40532, -6.50579], [1.37517, -1.33110, -5.99792], [1.39243, -0.92616, -9.60679], [-0.52994, -1.21860, -5.08476], [-0.76018, -1.67710, -7.17806], [-0.06031, -0.41454, -2.44656], [1.12551, -3.78003, -8.06765], [0.67289, 2.57391, -0.97765], [2.25259, 0.98002, -8.97823], [-2.30372, 2.65018, -3.71647], [-1.77895, 1.78122, -4.16004], [-3.25250, -5.50480, -5.41922], [-1.52063, -1.57573, -3.53734], [0.02623, 2.52124, -5.15725], [-0.22758, 1.04154, -7.55141], [1.45836, 2.81376, -3.21971], [-2.21509, 0.53026, -3.41008], [0.42775, -3.59446, -8.89706], [3.72455, 1.07968, -12.66060], [2.01029, -0.05808, -9.91110], [-0.37060, -4.09220, -11.15620], [4.08986, 2.98597, -11.09216], [-2.14094, -3.00677, -11.77754], [3.07831, 2.98905, -8.83996], [-2.14890, 1.73915, -5.20343], [-2.11751, 0.15978, -7.95824], [-3.31110, -4.41712, -5.58656], [0.51577, -4.31382, -10.08900], [2.55031, -0.02756, -11.21065], [2.83838, -0.07414, -3.55164], [2.91937, 5.82244, -4.66253], [-2.29187, -1.63886, -9.70196], [0.33480, -1.79462, -5.76714], [-1.10815, -0.00970, -7.55026], [0.62651, 0.36676, -0.54926], [-1.12025, 0.49874, -0.78830], [-0.14452, 0.62708, -1.30347], [4.41094, 3.80592, -4.57370], [1.29036, -5.08448, -10.19125], [1.55226, 4.92390, -6.09938], [3.50214, 2.11910, -10.76445]],
  "lowdin_charge": [-0.086, -0.418, -0.071, 0.122, -0.222, -0.054, 0.075, 0.605, 0.125, 0.139, 0.109, 0.105, -0.052, -0.064, -0.253, 0.100, 0.129, 0.109, 0.071, -0.070, -0.165, -0.079, -0.053, 0.111, 0.131, -0.040, -0.168, -0.041, -0.332, 0.090, 0.120, -0.100, -0.084, 0.122, 0.952, -0.289, -0.012, 0.081, 0.020, 0.991, -0.232, 0.116, 0.136, -0.212, 0.136, -0.190, 0.127, 0.127, 0.061, -0.278, 0.098, -0.187, -0.085, 0.120, -0.098, -0.023, 0.121, 0.122, 0.103, 0.105, 0.111, -0.042, -0.056, -0.067, 0.525, 0.120, 0.123, -0.441, -0.237, 0.124, 0.130, -0.151, 0.120, 0.124, -0.059, -0.049]
}

***

Going through the records in order, we get energy relative to the best compared isomer or geometry (same formula, charge and spin) values of 0.0; 25.0; 31.7 kcal per mole.